{"formula": "C20H32F12O16S4Zr", "method": "ωB97M-V with the def2-TZVPD basis set", "max_force_ev_per_a": 5.13, "homo_lumo_gap_ev": 9.66, "e_lumo_ev": 0.5, "total_energy_ha": -4823.3399, "homo_ev": -9.20, "charge": 0, "species": ["Zr", "C", "F", "F", "F", "S", "O", "O", "O", "C", "F", "F", "F", "S", "O", "O", "O", "C", "F", "F", "F", "S", "O", "O", "O", "C", "F", "F", "F", "S", "O", "O", "O", "C", "C", "C", "O", "C", "H", "H", "H", "H", "H", "H", "H", "H", "C", "C", "C", "O", "C", "H", "H", "H", "H", "H", "H", "H", "H", "C", "C", "C", "O", "C", "H", "H", "H", "H", "H", "H", "H", "H", "C", "C", "C", "O", "C", "H", "H", "H", "H", "H", "H", "H", "H"], "xyz": [[1.032, -0.806, -0.267], [-1.028, -4.426, -1.774], [0.244, -4.705, -1.747], [-1.568, -4.645, -2.995], [-1.632, -5.095, -0.796], [-1.163, -2.512, -1.397], [-0.721, -2.218, -0.036], [0.004, -1.768, -1.922], [-2.464, -1.976, -1.769], [4.560, 1.628, 0.637], [5.365, 1.034, 1.502], [4.674, 2.968, 0.744], [4.833, 1.244, -0.585], [2.763, 1.114, 1.088], [2.263, 1.722, 2.331], [1.817, 1.266, -0.041], [2.622, -0.351, 1.078], [5.007, -2.638, -0.646], [4.931, -2.098, 0.535], [6.013, -2.077, -1.308], [5.201, -3.949, -0.602], [3.279, -2.249, -1.487], [3.226, -2.816, -2.811], [2.218, -2.681, -0.587], [2.913, -0.828, -1.318], [-1.277, 2.607, 0.886], [-0.125, 2.968, 1.467], [-2.231, 3.033, 1.693], [-1.427, 3.161, -0.334], [-1.329, 0.684, 0.665], [-2.653, 0.105, 0.902], [-0.770, 0.371, -0.665], [-0.176, 0.087, 1.356], [-3.560, 3.158, -3.786], [-3.309, 1.934, -4.548], [-3.092, 0.940, -3.393], [-4.098, 1.331, -2.416], [-4.416, 2.718, -2.584], [-4.176, 3.823, -4.391], [-2.642, 3.661, -3.483], [-2.460, 2.166, -5.192], [-4.269, 1.648, -4.977], [-2.124, 1.041, -2.903], [-3.253, -0.123, -3.574], [-4.132, 3.358, -1.748], [-5.437, 2.824, -2.951], [-0.698, 1.485, 5.797], [-1.936, 0.589, 5.938], [-2.486, 0.708, 4.491], [-1.232, 0.693, 3.743], [-0.299, 1.580, 4.340], [0.142, 0.988, 6.282], [-0.888, 2.481, 6.196], [-2.608, 0.948, 6.718], [-1.661, -0.427, 6.221], [-3.083, 1.613, 4.375], [-3.057, -0.154, 4.146], [-0.394, 2.595, 3.952], [0.750, 1.307, 4.229], [0.686, 2.439, -4.080], [1.396, 1.355, -4.831], [1.048, 0.208, -3.994], [1.038, 0.709, -2.592], [0.833, 2.102, -2.643], [-0.373, 2.523, -4.322], [1.135, 3.412, -4.283], [2.478, 1.479, -4.791], [1.062, 1.308, -5.868], [1.660, -0.680, -4.152], [0.044, -0.122, -4.261], [1.695, 2.658, -2.273], [-0.045, 2.428, -2.084], [-0.041, -2.590, 3.730], [-0.052, -3.861, 2.969], [0.953, -3.706, 1.848], [1.179, -2.268, 1.717], [1.161, -1.825, 3.072], [0.290, -2.630, 4.768], [-0.896, -1.915, 3.729], [-1.053, -4.010, 2.563], [0.148, -4.725, 3.602], [0.630, -4.280, 0.979], [1.850, -4.202, 2.217], [1.084, -0.743, 3.177], [2.110, -2.110, 3.526]]}